No. 1
{"formula": "C47H55BrCl2InNO7P2", "method": "the ωB97M-V functional and the def2-TZVPD basis", "symbols": ["In", "C", "C", "C", "P", "C", "C", "C", "C", "C", "C", "C", "C", "C", "C", "N", "C", "C", "C", "C", "C", "C", "C", "P", "C", "C", "C", "C", "C", "C", "H", "H", "H", "H", "H", "H", "H", "H", "H", "H", "H", "H", "H", "H", "H", "H", "H", "H", "H", "H", "H", "H", "H", "H", "H", "H", "H", "H", "H", "H", "H", "H", "H", "H", "H", "H", "H", "H", "H", "H", "Br", "C", "C", "C", "C", "C", "C", "C", "C", "C", "C", "H", "H", "H", "H", "H", "H", "C", "O", "H", "H", "H", "Cl", "C", "Cl", "C", "O", "O", "H", "O", "C", "O", "C", "C", "C", "C", "O", "C", "O", "C", "C", "H", "H", "H", "H", "H"], "coordinates": [[0.143, 0.586, -0.624], [-1.842, -4.353, 3.217], [-1.950, -2.839, 3.052], [-1.346, -2.137, 4.269], [-1.279, -1.989, 1.524], [-2.001, -2.923, 0.077], [-3.501, -3.097, 0.293], [-1.365, -4.200, -0.462], [0.501, -2.409, 1.525], [0.994, -3.724, 1.555], [2.338, -4.025, 1.513], [2.816, -5.446, 1.429], [3.236, -2.960, 1.425], [2.782, -1.665, 1.379], [1.414, -1.357, 1.433], [1.007, 0.002, 1.374], [1.449, 0.767, 2.429], [2.044, 0.175, 3.580], [2.579, 0.915, 4.613], [2.554, 2.306, 4.618], [3.149, 3.120, 5.735], [1.878, 2.895, 3.560], [1.307, 2.187, 2.507], [0.180, 2.977, 1.328], [-1.310, 3.244, 2.429], [-1.734, 1.859, 2.939], [-1.228, 4.178, 3.638], [0.923, 4.628, 0.849], [2.429, 4.476, 0.637], [0.629, 5.900, 1.641], [-2.444, -4.684, 4.072], [-0.811, -4.648, 3.410], [-2.187, -4.895, 2.333], [-3.016, -2.585, 3.014], [-0.275, -2.348, 4.337], [-1.817, -2.487, 5.194], [-1.459, -1.053, 4.206], [-1.871, -2.171, -0.706], [-3.717, -3.877, 1.032], [-3.978, -3.390, -0.648], [-3.975, -2.170, 0.629], [-1.568, -5.063, 0.185], [-0.289, -4.106, -0.597], [-1.793, -4.421, -1.446], [0.292, -4.545, 1.565], [2.005, -6.144, 1.643], [3.631, -5.647, 2.132], [3.181, -5.660, 0.422], [4.301, -3.157, 1.353], [3.489, -0.846, 1.315], [2.091, -0.901, 3.657], [3.035, 0.385, 5.446], [3.749, 2.492, 6.396], [2.381, 3.600, 6.350], [3.799, 3.913, 5.356], [1.771, 3.977, 3.556], [-2.084, 3.597, 1.738], [-1.050, 1.531, 3.728], [-1.741, 1.120, 2.140], [-2.739, 1.923, 3.370], [-0.388, 3.907, 4.280], [-2.137, 4.062, 4.238], [-1.138, 5.230, 3.378], [0.481, 4.767, -0.146], [2.966, 4.529, 1.587], [2.797, 5.275, -0.014], [2.684, 3.523, 0.177], [0.985, 5.840, 2.672], [-0.435, 6.131, 1.663], [1.139, 6.745, 1.166], [3.502, 1.053, -0.712], [3.263, 2.216, -2.185], [4.405, 2.616, -2.818], [4.342, 3.542, -3.878], [3.137, 4.065, -4.234], [1.945, 3.669, -3.578], [0.722, 4.278, -3.943], [-0.428, 3.928, -3.302], [-0.408, 2.921, -2.320], [0.735, 2.249, -1.949], [1.960, 2.678, -2.549], [5.358, 2.224, -2.491], [5.252, 3.840, -4.385], [3.065, 4.802, -5.028], [0.728, 5.024, -4.731], [-1.368, 4.399, -3.568], [-1.343, 2.642, -1.845], [-3.014, 0.775, -0.412], [-1.774, 1.251, -0.040], [-3.807, 1.393, 0.054], [-3.202, -0.265, -0.085], [-3.191, 0.794, -1.502], [0.928, -2.991, -4.423], [2.229, -2.318, -3.392], [2.802, -0.779, -4.056], [1.734, -2.266, -1.910], [1.737, -3.382, -1.381], [1.394, -1.158, -1.442], [3.047, -3.026, -3.461], [-0.531, 0.139, -3.961], [-1.201, -0.574, -3.219], [-1.151, -0.654, -1.946], [-2.271, -1.460, -3.852], [-3.225, -2.109, -3.081], [-4.199, -2.933, -3.654], [-4.163, -3.066, -5.019], [-4.995, -3.821, -5.828], [-4.535, -3.604, -7.157], [-3.419, -2.734, -7.126], [-3.222, -2.414, -5.790], [-2.266, -1.600, -5.245], [-3.204, -1.951, -2.011], [-4.942, -3.441, -3.054], [-5.339, -3.144, -7.743], [-4.236, -4.563, -7.594], [-1.513, -1.083, -5.823]], "gap_ev": 6.0, "charge": -2, "e_above_lowest_ev": 0.118, "total_energy_ev": -184296.5012, "fmax_ev_per_a": 0.3}



No. 2
{"formula": "C47H55N6O2S2SiSm", "method": "the ωB97M-V functional and the def2-TZVPD basis", "symbols": ["Sm", "N", "C", "C", "C", "C", "C", "N", "C", "C", "C", "C", "C", "N", "H", "H", "H", "H", "H", "H", "H", "H", "H", "C", "Si", "C", "N", "C", "C", "C", "C", "C", "C", "C", "C", "C", "C", "C", "C", "C", "C", "C", "C", "C", "H", "H", "H", "H", "H", "H", "H", "H", "H", "H", "H", "H", "H", "H", "H", "H", "H", "H", "H", "H", "H", "H", "H", "H", "C", "C", "C", "N", "C", "S", "N", "C", "O", "C", "C", "C", "C", "C", "C", "H", "H", "H", "H", "H", "H", "H", "H", "H", "H", "H", "H", "H", "H", "C", "S", "O", "C", "C", "C", "C", "C", "C", "H", "H", "H", "H", "H", "H", "H", "H"], "coordinates": [[-0.876, -0.683, -0.396], [-4.572, 0.643, -0.859], [-4.325, 0.272, 0.454], [-5.389, 0.451, 1.350], [-5.241, 0.077, 2.660], [-4.027, -0.475, 3.070], [-3.042, -0.611, 2.132], [-3.162, -0.250, 0.830], [-3.780, 0.836, -1.981], [-4.414, 1.412, -3.089], [-3.694, 1.660, -4.228], [-2.337, 1.336, -4.258], [-1.803, 0.760, -3.142], [-2.497, 0.489, -2.010], [-5.512, 0.977, -0.993], [-6.318, 0.886, 1.000], [-6.055, 0.212, 3.360], [-3.860, -0.792, 4.090], [-2.090, -1.036, 2.413], [-5.467, 1.662, -3.034], [-4.175, 2.108, -5.089], [-1.722, 1.523, -5.127], [-0.753, 0.483, -3.127], [0.980, -1.372, -1.863], [0.913, -3.205, -2.112], [-0.940, -3.590, -2.261], [-1.770, -2.942, -1.199], [-3.184, -2.826, -1.636], [-3.885, -4.171, -1.814], [-3.547, -5.133, -0.655], [-2.975, -4.357, 0.527], [-1.677, -3.682, 0.105], [1.649, -4.131, -0.663], [1.494, -5.521, -0.581], [2.121, -6.260, 0.411], [2.946, -5.623, 1.333], [3.131, -4.250, 1.259], [2.477, -3.511, 0.275], [1.791, -3.791, -3.640], [1.219, -3.639, -4.910], [1.920, -3.981, -6.058], [3.214, -4.477, -5.955], [3.799, -4.633, -4.706], [3.091, -4.296, -3.559], [0.840, -0.940, -2.865], [2.003, -1.092, -1.580], [-1.144, -4.668, -2.304], [-1.267, -3.180, -3.223], [-3.202, -2.262, -2.567], [-3.715, -2.233, -0.890], [-3.608, -4.615, -2.770], [-4.958, -3.980, -1.857], [-2.808, -5.870, -0.981], [-4.430, -5.693, -0.352], [-2.758, -5.019, 1.366], [-3.704, -3.622, 0.884], [-0.894, -4.432, 0.015], [-1.353, -2.998, 0.907], [0.888, -6.041, -1.320], [1.988, -7.334, 0.454], [3.457, -6.200, 2.094], [3.813, -3.763, 1.949], [2.652, -2.441, 0.213], [0.209, -3.252, -5.013], [1.460, -3.863, -7.031], [3.762, -4.747, -6.848], [4.805, -5.024, -4.625], [3.559, -4.437, -2.589], [3.587, 6.329, 2.923], [2.893, 5.591, 1.786], [1.999, 4.490, 2.325], [1.363, 3.734, 1.230], [0.124, 3.318, 1.111], [-0.321, 2.195, -0.106], [-0.855, 3.803, 1.922], [-1.067, 5.097, 2.509], [-1.764, 5.155, 3.483], [-0.490, 6.279, 1.816], [-0.215, 7.407, 2.585], [0.289, 8.546, 1.980], [0.493, 8.567, 0.603], [0.198, 7.449, -0.167], [-0.287, 6.299, 0.439], [4.249, 7.102, 2.535], [4.191, 5.650, 3.532], [2.858, 6.812, 3.578], [3.638, 5.151, 1.114], [2.289, 6.283, 1.194], [1.243, 4.912, 2.974], [2.583, 3.782, 2.915], [1.988, 3.382, 0.517], [-1.657, 3.199, 2.020], [-0.404, 7.377, 3.652], [0.509, 9.422, 2.576], [0.872, 9.463, 0.128], [0.341, 7.475, -1.240], [-0.535, 5.437, -0.171], [1.464, -1.883, 3.701], [0.841, -0.355, 3.038], [0.071, -0.796, 1.798], [2.377, 0.365, 2.500], [3.191, 0.924, 3.476], [4.414, 1.458, 3.101], [4.796, 1.453, 1.764], [3.958, 0.909, 0.796], [2.738, 0.354, 1.163], [1.922, -2.440, 2.885], [0.628, -2.433, 4.132], [2.191, -1.634, 4.475], [2.884, 0.941, 4.517], [5.068, 1.882, 3.853], [5.751, 1.873, 1.474], [4.257, 0.902, -0.246], [2.085, -0.067, 0.414]], "gap_ev": [7.2, 7.8], "charge": 2, "multiplicity": 6, "total_energy_ev": -110110.8868, "fmax_ev_per_a": 0.6}



No. 3
{"formula": "C47H56AuCl5NO2PTe", "method": "the ωB97M-V functional and the def2-TZVPD basis", "symbols": ["Au", "Cl", "C", "C", "C", "Cl", "C", "Cl", "C", "Cl", "C", "Cl", "C", "C", "C", "C", "C", "C", "Te", "N", "C", "O", "C", "C", "C", "C", "C", "C", "C", "C", "C", "C", "C", "C", "C", "C", "C", "C", "H", "H", "H", "H", "H", "H", "H", "H", "H", "H", "H", "H", "H", "H", "H", "H", "H", "H", "H", "H", "H", "H", "H", "O", "P", "C", "C", "C", "C", "C", "C", "C", "C", "C", "C", "C", "C", "C", "C", "C", "C", "C", "C", "H", "H", "H", "H", "H", "H", "H", "H", "H", "H", "H", "H", "H", "H", "H", "H", "H", "H", "H", "H", "H", "H", "H", "H", "H", "H", "H", "H", "H", "H", "H", "H", "H"], "coordinates": [[-0.224, 0.091, 0.736], [-0.871, 1.122, 3.769], [-0.519, 2.423, 2.668], [-0.289, 2.139, 1.337], [-0.063, 3.175, 0.458], [0.080, 2.831, -1.242], [-0.017, 4.497, 0.897], [0.262, 5.779, -0.211], [-0.222, 4.772, 2.249], [-0.171, 6.391, 2.813], [-0.490, 3.732, 3.142], [-0.817, 4.074, 4.793], [6.346, -0.062, -7.675], [5.553, 0.101, -6.409], [6.169, 0.056, -5.163], [5.440, 0.204, -3.990], [6.143, 0.157, -2.666], [4.058, 0.378, -4.089], [2.831, 0.510, -2.322], [2.112, 0.025, -0.322], [2.533, -0.200, 0.890], [1.574, -0.368, 1.739], [3.922, -0.287, 1.398], [5.039, -0.242, 0.577], [6.312, -0.286, 1.119], [6.476, -0.385, 2.494], [5.363, -0.454, 3.320], [4.090, -0.405, 2.778], [1.561, -1.070, -2.846], [0.199, -0.790, -2.861], [-0.711, -1.805, -3.108], [-0.251, -3.091, -3.341], [1.109, -3.363, -3.305], [2.046, -2.366, -3.044], [3.506, -2.709, -2.959], [3.407, 0.482, -5.318], [1.934, 0.763, -5.478], [4.185, 0.327, -6.461], [7.395, -0.259, -7.464], [6.284, 0.838, -8.288], [5.956, -0.888, -8.271], [7.242, -0.090, -5.105], [7.220, 0.249, -2.794], [5.953, -0.789, -2.150], [5.823, 0.975, -2.014], [4.928, -0.183, -0.493], [7.176, -0.247, 0.468], [7.470, -0.414, 2.920], [5.486, -0.544, 4.391], [3.217, -0.450, 3.413], [-0.158, 0.216, -2.671], [-1.772, -1.587, -3.116], [-0.951, -3.891, -3.544], [1.457, -4.374, -3.472], [3.659, -3.779, -3.086], [3.916, -2.431, -1.983], [4.081, -2.193, -3.730], [1.510, 1.279, -4.617], [1.370, -0.161, -5.620], [1.772, 1.393, -6.351], [3.698, 0.405, -7.428], [-1.977, 0.162, -0.382], [-3.397, -0.224, 0.070], [-3.976, 1.045, 1.237], [-3.760, 2.467, 0.697], [-3.934, 3.487, 1.826], [-5.185, 3.208, 2.685], [-6.117, 2.218, 1.997], [-5.414, 0.871, 1.804], [-4.307, -0.521, -1.484], [-3.883, 0.393, -2.657], [-4.726, 1.649, -2.837], [-6.210, 1.311, -2.864], [-6.604, 0.618, -1.565], [-5.835, -0.690, -1.383], [-3.224, -1.754, 1.067], [-4.488, -2.476, 1.577], [-5.024, -3.551, 0.628], [-3.934, -4.542, 0.238], [-2.793, -3.805, -0.451], [-2.199, -2.751, 0.479], [-3.252, 0.900, 2.051], [-4.479, 2.670, -0.096], [-2.764, 2.561, 0.264], [-3.982, 4.486, 1.390], [-3.046, 3.464, 2.460], [-5.714, 4.137, 2.895], [-4.887, 2.791, 3.651], [-6.443, 2.623, 1.036], [-7.017, 2.064, 2.594], [-6.024, 0.234, 1.164], [-5.351, 0.378, 2.776], [-3.868, -1.501, -1.706], [-3.977, -0.209, -3.567], [-2.829, 0.653, -2.552], [-4.426, 2.146, -3.762], [-4.529, 2.354, -2.027], [-6.416, 0.641, -3.706], [-6.806, 2.212, -3.011], [-7.673, 0.402, -1.552], [-6.400, 1.294, -0.730], [-6.145, -1.382, -2.172], [-6.111, -1.156, -0.436], [-2.736, -1.292, 1.938], [-5.273, -1.759, 1.815], [-4.220, -2.965, 2.517], [-5.426, -3.100, -0.282], [-5.850, -4.068, 1.121], [-4.341, -5.313, -0.418], [-3.555, -5.041, 1.135], [-3.171, -3.345, -1.370], [-2.005, -4.500, -0.748], [-1.394, -2.215, -0.033], [-1.740, -3.271, 1.325]], "gap_ev": [5.8, 6.6], "charge": 1, "e_above_lowest_ev": 0.000, "multiplicity": 2, "total_energy_ev": -138112.9997, "fmax_ev_per_a": 1.8}



No. 4
{"formula": "C47H56N9O2P", "method": "the ωB97M-V functional and the def2-TZVPD basis", "symbols": ["C", "C", "C", "C", "O", "C", "C", "N", "C", "C", "C", "C", "C", "N", "P", "C", "O", "H", "H", "H", "H", "H", "H", "H", "H", "H", "H", "H", "H", "H", "H", "H", "H", "H", "H", "H", "H", "H", "C", "C", "C", "N", "C", "C", "H", "H", "H", "H", "H", "C", "C", "C", "N", "C", "C", "H", "H", "H", "H", "H", "C", "C", "C", "N", "C", "C", "H", "H", "H", "H", "H", "C", "C", "C", "N", "C", "C", "H", "H", "H", "H", "H", "C", "C", "C", "N", "C", "C", "H", "H", "H", "H", "H", "C", "C", "C", "N", "C", "C", "H", "H", "H", "H", "H", "C", "C", "C", "N", "C", "C", "H", "H", "H", "H", "H"], "coordinates": [[1.406, -2.324, 0.279], [2.062, -1.097, -0.584], [3.627, -0.741, -0.203], [3.947, -0.667, 1.400], [5.368, -0.573, 1.762], [6.214, -0.124, 0.649], [3.187, 0.583, 2.188], [1.889, 0.177, 2.862], [3.023, 1.940, 1.278], [1.547, 2.314, 0.707], [1.158, 3.628, -0.230], [2.503, 4.590, -0.487], [3.880, 4.063, 0.206], [4.177, 2.843, 1.008], [4.390, 1.056, 3.646], [4.546, -0.449, 4.874], [3.720, 2.348, 4.614], [0.670, -2.934, -0.408], [0.713, -1.814, 1.107], [2.174, -2.982, 0.872], [2.086, -1.460, -1.721], [1.346, -0.153, -0.583], [4.284, -1.581, -0.740], [3.869, 0.268, -0.795], [3.542, -1.654, 1.935], [7.286, 0.128, 1.112], [6.411, -0.921, -0.186], [5.845, 0.906, 0.179], [1.876, 0.565, 3.833], [1.732, -0.854, 2.850], [0.659, 1.575, 0.989], [0.091, 3.867, -0.647], [2.418, 5.604, -1.109], [4.815, 4.790, 0.038], [5.127, -1.297, 4.278], [3.466, -0.859, 5.172], [5.206, -0.184, 5.803], [3.192, 2.973, 4.031], [-3.185, -3.076, 3.801], [-3.022, -1.949, 3.002], [-1.736, -1.590, 2.629], [-0.629, -2.270, 3.001], [-0.819, -3.358, 3.778], [-2.064, -3.797, 4.199], [-4.177, -3.389, 4.113], [-3.875, -1.365, 2.677], [-1.557, -0.721, 2.003], [0.087, -3.885, 4.065], [-2.157, -4.680, 4.821], [-3.407, 3.216, -4.107], [-3.514, 2.351, -3.023], [-2.666, 2.543, -1.944], [-1.736, 3.521, -1.884], [-1.653, 4.344, -2.952], [-2.459, 4.234, -4.074], [-4.056, 3.098, -4.970], [-4.242, 1.547, -3.018], [-2.714, 1.896, -1.073], [-0.896, 5.120, -2.881], [-2.351, 4.925, -4.903], [-1.208, -2.067, -5.621], [-0.939, -0.873, -4.961], [-2.007, -0.149, -4.455], [-3.297, -0.534, -4.568], [-3.527, -1.697, -5.216], [-2.526, -2.491, -5.752], [-0.397, -2.662, -6.031], [0.077, -0.514, -4.844], [-1.849, 0.788, -3.929], [-4.572, -1.983, -5.295], [-2.769, -3.417, -6.261], [9.084, 0.964, 8.935], [8.579, 1.483, 7.748], [7.311, 1.095, 7.349], [6.534, 0.236, 8.045], [7.051, -0.253, 9.193], [8.307, 0.078, 9.676], [10.074, 1.246, 9.281], [9.160, 2.174, 7.148], [6.872, 1.475, 6.431], [6.408, -0.943, 9.732], [8.671, -0.344, 10.605], [-9.519, -3.218, -5.275], [-9.356, -2.092, -6.075], [-8.071, -1.733, -6.447], [-6.963, -2.412, -6.076], [-7.153, -3.500, -5.299], [-8.398, -3.940, -4.878], [-10.512, -3.531, -4.964], [-10.209, -1.508, -6.400], [-7.892, -0.864, -7.073], [-6.248, -4.028, -5.012], [-8.492, -4.822, -4.256], [-8.125, -4.826, -8.149], [-8.879, -5.888, -8.638], [-8.881, -6.116, -10.005], [-8.196, -5.363, -10.893], [-7.476, -4.338, -10.389], [-7.408, -4.034, -9.039], [-8.098, -4.617, -7.084], [-9.450, -6.523, -7.971], [-9.451, -6.935, -10.434], [-6.936, -3.747, -11.124], [-6.810, -3.199, -8.690], [3.804, 5.713, 7.715], [4.129, 7.060, 7.585], [4.658, 7.493, 6.380], [4.881, 6.683, 5.322], [4.557, 5.381, 5.478], [4.020, 4.854, 6.642], [3.386, 5.337, 8.644], [3.974, 7.755, 8.402], [4.925, 8.535, 6.228], [4.748, 4.750, 4.615], [3.777, 3.800, 6.711]], "gap_ev": 7.1, "e_above_lowest_ev": 8.422, "total_energy_ev": -76430.0581, "fmax_ev_per_a": 6.4, "smiles": "CCC[C@@H](OC)[C@](N)(c1ccccn1)P(C)O.c1ccncc1.c1ccncc1.c1ccncc1.c1ccncc1.c1ccncc1.c1ccncc1.c1ccncc1"}